# 1
Here is a cluster of 2 separate species, C5H9NO in total from the OMol25 dataset. Energies are from ωB97M-V/def2-TZVPD.

Positions of all 16 atoms, in Å:
1 C -1.090 0.531 -0.059
2 C -1.544 -0.025 1.269
3 C 1.965 0.393 0.001
4 C 0.862 -0.370 -0.705
5 C -1.792 0.278 -1.191
6 N 0.786 -1.688 -0.650
7 O -2.518 -0.043 -2.039
8 H -0.724 1.555 -0.018
9 H 1.654 -2.101 -0.301
10 H 0.606 0.109 -1.705
11 H -0.884 0.350 2.056
12 H -1.477 -1.114 1.249
13 H -2.554 0.307 1.519
14 H 1.563 1.284 0.492
15 H 2.429 -0.190 0.798
16 H 2.717 0.725 -0.717

Properties
energy relative to the best compared isomer or geometry (same formula, charge and spin): 396.9 kJ/mol
structure (SMILES): [H]/N=C\C.CC=C=O
charge: 0
highest occupied orbital energy: -7.925 eV
spin multiplicity: 1

# 2
Here is an isolated molecule of C5H9NO from the OMol25 dataset. Energies are from ωB97M-V/def2-TZVPD.

Positions of all 16 atoms, in Å:
1 C -1.551 0.737 0.952
2 C -0.023 0.677 0.731
3 C 0.205 -0.125 -0.531
4 O -0.127 0.713 -1.657
5 C 1.448 -0.866 -1.036
6 C 1.837 -1.600 0.164
7 N 1.393 -2.134 1.094
8 H -1.976 -0.274 1.005
9 H -1.798 1.247 1.886
10 H -2.074 1.260 0.140
11 H 0.440 0.141 1.560
12 H 0.386 1.691 0.662
13 H -0.226 -1.222 0.022
14 H -0.337 1.613 -1.345
15 H 2.165 -0.254 -1.579
16 H 1.018 -1.650 -1.682

Properties
energy relative to the best compared isomer or geometry (same formula, charge and spin): 324.4 kJ/mol
structure (SMILES): CC[C@@H](O)CC#N
charge: 0
highest occupied orbital energy: -10.063 eV
spin multiplicity: 1

# 3
Here is a cluster of 2 separate species, C5H9NO in total from the OMol25 dataset. Energies are from ωB97M-V/def2-TZVPD.

Positions of all 16 atoms, in Å:
1 C -0.268 -2.244 -0.973
2 C -1.238 -1.701 -1.778
3 N -1.564 -0.392 -1.404
4 C -0.693 0.027 -0.460
5 C 0.117 -1.041 -0.110
6 C -0.596 1.448 -0.184
7 H -0.098 -3.222 -0.436
8 H -1.677 -1.948 -2.721
9 H -2.288 0.032 -2.030
10 H 0.734 -1.333 0.936
11 H 0.331 1.981 0.051
12 H -0.960 1.979 -1.097
13 H -1.333 1.708 0.690
14 H 3.725 1.854 3.610
15 H 2.691 1.669 2.562
16 O 3.118 1.182 3.342

Properties
energy relative to the best compared isomer or geometry (same formula, charge and spin): 289.1 kJ/mol
structure (SMILES): Cc1ccc[nH]1.O
charge: 0
highest occupied orbital energy: -8.033 eV
spin multiplicity: 1

# 4
Here is an isolated molecule of C5H9NO from the OMol25 dataset. Energies are from ωB97M-V/def2-TZVPD.

Positions of all 16 atoms, in Å:
1 C -0.265 -1.811 1.045
2 C 0.198 -0.381 0.754
3 C 0.112 -0.005 -0.734
4 O -1.025 -0.529 -1.398
5 C 0.080 1.520 -1.005
6 C 0.909 2.350 -0.130
7 N 1.520 3.028 0.582
8 H 0.309 -2.549 0.474
9 H -0.154 -2.042 2.108
10 H -1.325 -1.966 0.808
11 H 1.244 -0.275 1.065
12 H -0.372 0.327 1.370
13 H 0.986 -0.435 -1.240
14 H -1.644 -0.859 -0.738
15 H -0.958 1.852 -0.897
16 H 0.361 1.705 -2.048

Properties
energy relative to the best compared isomer or geometry (same formula, charge and spin): 109.2 kJ/mol
structure (SMILES): CC[C@@H](O)CC#N
charge: 0
highest occupied orbital energy: -10.798 eV
spin multiplicity: 1

Computed max |F| (eV/Å) in order:
4.0; 3.9; 4.0; 1.1